[1]
ORCA calculation (ωB97M-V with the def2-TZVPD basis set) on 13 unconnected molecules or ions with the total composition C16H10Cl48N2P.

XYZ file:
```
77
C16H10Cl48N2P, DFT ωB97M-V with the def2-TZVPD basis set
N -0.90 1.13 1.20
C -0.62 2.36 1.31
C -1.71 3.38 1.01
P -2.76 3.58 2.46
C -4.49 3.62 1.97
C -4.76 2.21 1.48
N -4.82 1.29 2.36
H -0.10 0.55 1.42
H 0.36 2.73 1.60
H -1.30 4.34 0.73
H -2.33 2.96 0.22
H -2.62 2.46 3.27
H -2.38 4.69 3.20
H -4.66 4.39 1.23
H -5.08 3.79 2.87
H -4.86 2.04 0.42
H -4.94 0.39 1.92
C 0.19 7.34 0.63
Cl 0.78 7.58 -1.01
Cl -1.56 6.98 0.60
Cl 1.05 5.99 1.39
Cl 0.46 8.79 1.58
C -0.09 3.69 -3.12
Cl -0.34 5.08 -4.17
Cl -1.62 2.82 -2.90
Cl 1.10 2.60 -3.79
Cl 0.48 4.25 -1.53
C -5.03 -1.53 5.39
Cl -4.58 0.13 5.78
Cl -5.32 -1.71 3.64
Cl -3.74 -2.62 5.89
Cl -6.52 -1.93 6.23
C 1.97 -1.12 -2.91
Cl 2.88 -0.53 -4.30
Cl 2.12 0.04 -1.58
Cl 0.27 -1.29 -3.36
Cl 2.60 -2.68 -2.41
C -2.27 -0.46 9.51
Cl -1.47 0.17 8.06
Cl -3.89 -1.02 9.12
Cl -1.32 -1.79 10.16
Cl -2.37 0.84 10.70
C 5.58 -2.32 -6.95
Cl 7.28 -2.38 -7.41
Cl 4.86 -0.80 -7.50
Cl 4.69 -3.67 -7.64
Cl 5.42 -2.43 -5.19
C 6.63 2.44 -6.14
Cl 7.47 3.86 -5.49
Cl 5.06 2.28 -5.34
Cl 6.39 2.63 -7.87
Cl 7.59 1.00 -5.83
C -2.34 -4.19 -3.13
Cl -2.73 -2.69 -3.98
Cl -3.73 -5.27 -3.18
Cl -0.96 -4.95 -3.92
Cl -1.93 -3.82 -1.45
C 0.88 -4.81 -6.92
Cl 1.01 -6.21 -5.84
Cl -0.82 -4.46 -7.26
Cl 1.63 -3.44 -6.10
Cl 1.72 -5.16 -8.44
C 1.45 3.73 8.52
Cl 1.72 5.38 9.08
Cl 1.40 3.72 6.75
Cl 2.75 2.69 9.07
Cl -0.09 3.13 9.14
C -2.38 -5.59 2.57
Cl -1.03 -4.58 2.04
Cl -3.80 -4.57 2.84
Cl -2.73 -6.80 1.34
Cl -1.95 -6.39 4.09
C 5.02 -6.37 -3.23
Cl 5.00 -5.16 -1.93
Cl 6.40 -6.06 -4.29
Cl 5.16 -7.98 -2.53
Cl 3.53 -6.25 -4.16
```

The calculation puts the molecular weight at 1962.99 g/mol. The value obtained for the electronic energy is -23155.31830 a.u. The charge is +1. Its gap between HOMO and LUMO is 9.178 eV.

Löwdin atomic charges, in units of e: 0.132, -0.314, -0.354, 1.078, -0.290, -0.293, 0.111, 0.066, 0.109, -0.019, 0.078, 0.046, 0.037, 0.099, 0.103, 0.123, 0.032, -2.033, 0.549, 0.514, 0.515, 0.571, -2.030, 0.563, 0.526, 0.537, 0.504, -2.034, 0.492, 0.504, 0.522, 0.547, -2.039, 0.483, 0.504, 0.498, 0.521, -2.050, 0.482, 0.515, 0.547, 0.520, -2.044, 0.543, 0.507, 0.511, 0.486, -2.062, 0.534, 0.485, 0.529, 0.520, -2.043, 0.503, 0.547, 0.494, 0.499, -2.026, 0.473, 0.539, 0.490, 0.538, -2.066, 0.538, 0.481, 0.545, 0.497, -2.059, 0.504, 0.485, 0.536, 0.536, -2.046, 0.502, 0.529, 0.542, 0.481

[2]
ORCA calculation (ωB97M-V with the def2-TZVPD basis set) on a molecular structure, C16H11F2OPS4Se2Sn at a distorted geometry.

XYZ file:
```
38
C16H11F2OPS4Se2Sn, DFT ωB97M-V with the def2-TZVPD basis set
Sn 0.89 -2.41 -0.35
Se 2.15 0.15 0.33
P 0.14 0.93 -0.26
Se -1.11 -0.69 -1.06
C -0.65 1.52 1.27
C -1.50 0.65 1.94
C -2.03 1.01 3.17
C -1.71 2.23 3.74
C -0.84 3.09 3.09
C -0.30 2.74 1.86
C 0.22 2.26 -1.48
C 0.85 1.96 -2.70
C 0.97 2.93 -3.68
C 0.46 4.20 -3.46
C -0.18 4.50 -2.26
C -0.30 3.53 -1.28
H -1.76 -0.30 1.50
H -2.70 0.33 3.69
H -2.13 2.51 4.69
H -0.57 4.04 3.54
H 0.43 3.39 1.40
H 1.25 0.98 -2.87
H 1.46 2.70 -4.61
H 0.55 4.96 -4.22
H -0.60 5.48 -2.10
H -0.83 3.77 -0.37
O -0.34 -8.37 3.01
C -0.20 -7.36 2.37
S 0.78 -7.25 0.89
C 0.45 -5.57 0.55
C -0.36 -4.93 1.38
S -0.77 -3.25 1.25
S -0.97 -5.82 2.77
S 1.32 -4.81 -0.75
F 3.06 -2.81 -2.41
C 1.83 -2.24 -2.44
F 1.10 -2.88 -3.38
H 1.94 -1.18 -2.77
```

The calculation puts the molecular weight at 693.13 g/mol. The value obtained for the electronic energy is -7842.60138 a.u. Its gap between HOMO and LUMO is 6.290 eV.

natural (NBO) atomic charges, in units of e: 1.039, -0.350, 1.040, -0.355, -0.438, -0.183, -0.190, -0.183, -0.225, -0.138, -0.441, -0.101, -0.223, -0.180, -0.195, -0.190, 0.241, 0.223, 0.221, 0.221, 0.214, 0.212, 0.224, 0.222, 0.221, 0.229, -0.548, 0.194, 0.359, -0.393, -0.421, -0.084, 0.346, -0.099, -0.357, 0.308, -0.352, 0.136

[3]
ORCA calculation (ωB97M-V with the def2-TZVPD basis set) on a molecular structure, C16H11N3O2Tl at a distorted geometry.

XYZ file:
```
33
C16H11N3O2Tl, DFT ωB97M-V with the def2-TZVPD basis set
Tl 0.36 0.66 -1.77
O -2.14 -2.08 4.04
C -1.39 -1.06 3.94
O -0.97 -0.35 4.91
C -0.96 -0.66 2.56
C -0.11 0.45 2.36
C 0.27 0.80 1.08
N -0.19 0.09 0.04
C -0.95 -1.01 0.17
C -1.37 -1.40 1.43
C -1.23 -1.70 -1.12
C -2.05 -2.82 -1.22
C -2.23 -3.42 -2.47
C -1.60 -2.89 -3.58
C -0.80 -1.77 -3.41
N -0.60 -1.17 -2.22
C 1.21 1.91 0.70
C 1.74 2.80 1.63
C 2.62 3.79 1.21
C 2.96 3.88 -0.13
C 2.41 2.97 -1.01
N 1.55 2.00 -0.63
H 0.22 1.00 3.24
H -1.99 -2.27 1.59
H -2.55 -3.24 -0.35
H -2.87 -4.29 -2.56
H -1.73 -3.33 -4.56
H -0.28 -1.32 -4.25
H 1.48 2.74 2.68
H 3.04 4.49 1.93
H 3.65 4.64 -0.49
H 2.64 2.99 -2.07
H 1.87 -0.42 -1.66
```

The calculation puts the molecular weight at 481.67 g/mol. The value obtained for the electronic energy is -1103.46704 a.u. The charge is -1. Its gap between HOMO and LUMO (spin up / spin down) is 5.110 / 5.113 eV.

Löwdin atomic charges, in units of e: 0.494, -0.077, -0.669, -0.077, -0.084, 0.073, -0.196, -0.081, -0.197, 0.074, -0.192, -0.008, -0.078, -0.078, -0.150, -0.114, -0.191, -0.009, -0.078, -0.078, -0.148, -0.111, 0.114, 0.115, 0.110, 0.100, 0.098, 0.100, 0.110, 0.100, 0.098, 0.102, -0.073

[4]
ORCA calculation (ωB97M-V with the def2-TZVPD basis set) on 2 unconnected molecules or ions with the total composition C16H12BrCl2O4 at a distorted geometry.

XYZ file:
```
35
C16H12BrCl2O4, DFT ωB97M-V with the def2-TZVPD basis set
Cl 2.70 0.64 1.72
C 1.00 0.43 1.78
C 0.19 1.49 1.73
C -1.27 1.37 1.75
O -2.02 2.34 1.73
C -1.79 -0.04 1.85
Cl -3.49 -0.22 1.70
C -0.98 -1.11 2.01
C 0.49 -0.98 1.94
O 1.25 -1.95 1.92
H 0.60 2.50 1.68
H -1.39 -2.12 2.04
C -5.90 -0.95 5.69
C -5.09 -1.93 4.88
O -3.87 -2.23 5.59
C -3.10 -3.07 4.84
C -1.75 -3.17 5.33
C -0.86 -4.15 4.91
C -1.23 -5.15 3.94
C -0.30 -6.03 3.41
C 1.04 -5.99 3.84
Br 2.31 -7.16 3.10
C 1.43 -5.09 4.85
C 0.50 -4.22 5.41
O -3.61 -3.67 3.88
H -6.70 -0.53 5.06
H -6.39 -1.44 6.55
H -5.30 -0.12 6.09
H -5.66 -2.85 4.71
H -4.82 -1.49 3.91
H -1.54 -2.65 6.26
H -2.26 -5.17 3.60
H -0.59 -6.74 2.64
H 2.46 -5.06 5.18
H 0.78 -3.53 6.22
```

The calculation puts the molecular weight at 419.08 g/mol. The value obtained for the electronic energy is -4412.28068 a.u. The charge is -1. Its gap between HOMO and LUMO is 3.145 eV.

natural (NBO) atomic charges, in units of e: 0.058, -0.064, -0.281, 0.473, -0.495, -0.084, 0.069, -0.255, 0.470, -0.446, 0.239, 0.279, -0.621, -0.073, -0.541, 0.719, -0.547, -0.005, -0.266, -0.225, -0.192, -0.012, -0.232, -0.248, -0.734, 0.198, 0.197, 0.208, 0.187, 0.175, 0.195, 0.251, 0.204, 0.204, 0.194

[5]
ORCA calculation (ωB97M-V with the def2-TZVPD basis set) on a molecular structure, C16H12F6N4O5S6SbTc at a distorted geometry.

XYZ file:
```
51
C16H12F6N4O5S6SbTc, DFT ωB97M-V with the def2-TZVPD basis set
Tc 0.10 0.86 0.37
C -2.01 -1.81 -2.49
C -1.29 -0.70 -1.82
N -1.24 -0.53 -0.53
N -1.79 -1.45 0.27
C -1.57 -1.20 1.53
O -0.97 -0.06 1.84
C -1.99 -2.14 2.55
C -2.91 -3.15 2.24
C -3.25 -4.09 3.18
C -2.66 -4.06 4.44
C -1.76 -3.05 4.77
C -1.42 -2.09 3.83
C -0.54 0.32 -2.52
C -0.37 0.38 -3.90
C 0.40 1.40 -4.43
C 0.94 2.35 -3.58
C 0.72 2.24 -2.22
N 0.01 1.24 -1.69
H -2.42 -2.48 -1.75
H -1.34 -2.35 -3.15
H -2.82 -1.41 -3.10
H -3.34 -3.16 1.25
H -3.97 -4.86 2.95
H -2.90 -4.82 5.17
H -1.31 -3.03 5.75
H -0.69 -1.33 4.07
H -0.82 -0.37 -4.53
H 0.57 1.47 -5.50
H 1.52 3.18 -3.96
H 1.14 2.97 -1.53
F 2.25 1.60 4.93
C 2.50 0.57 4.15
F 1.42 -0.23 4.14
F 3.54 -0.11 4.57
S 2.73 1.17 2.40
O 1.32 1.44 2.01
O 3.58 2.30 2.37
N 3.25 -0.14 1.67
S 2.61 -0.37 0.28
O 2.49 0.84 -0.53
O 1.30 -1.03 0.35
C 3.65 -1.63 -0.61
F 3.93 -2.62 0.20
F 4.75 -1.08 -1.08
F 2.89 -2.05 -1.61
S -3.58 1.62 2.06
Sb -2.92 3.73 0.96
S -0.72 3.17 0.51
S -2.24 1.25 3.61
S -1.19 2.70 4.14
```

The calculation puts the molecular weight at 866.45 g/mol. The value obtained for the electronic energy is -4520.89893 a.u. The charge is +2. Its gap between HOMO and LUMO (spin up / spin down) is 4.577 / 4.579 eV.

natural (NBO) atomic charges, in units of e: 0.955, -0.688, 0.302, -0.190, -0.356, 0.577, -0.664, -0.114, -0.153, -0.201, -0.148, -0.195, -0.205, 0.150, -0.196, -0.103, -0.217, 0.089, -0.385, 0.276, 0.257, 0.257, 0.234, 0.239, 0.239, 0.234, 0.219, 0.255, 0.256, 0.260, 0.234, -0.286, 0.772, -0.314, -0.265, 2.231, -0.940, -0.825, -1.154, 2.188, -0.907, -0.888, 0.805, -0.268, -0.268, -0.288, -0.268, 1.166, -0.397, 0.571, 0.118

[6]
ORCA calculation (ωB97M-V with the def2-TZVPD basis set) on C16H12FN3 in the gas phase at a distorted geometry.

XYZ file:
```
32
C16H12FN3, DFT ωB97M-V with the def2-TZVPD basis set
F 4.20 2.99 -0.58
C 3.82 1.74 -0.26
C 2.53 1.37 -0.46
N 2.16 0.11 -0.14
C 0.97 -0.54 -0.23
C 1.20 -1.82 0.24
N 2.49 -1.97 0.61
C 3.08 -0.82 0.39
C 4.40 -0.42 0.60
C 4.78 0.86 0.28
H 5.79 1.21 0.42
H 5.09 -1.13 1.01
C 0.23 -2.95 0.36
H 0.80 -3.88 0.32
H -0.24 -2.90 1.35
C -0.85 -2.94 -0.73
C -1.81 -1.88 -0.53
C -2.61 -1.00 -0.33
C -3.54 0.04 -0.09
N -3.07 1.16 0.45
C -3.92 2.13 0.70
C -5.28 2.05 0.44
C -5.77 0.88 -0.13
C -4.89 -0.14 -0.40
H -5.22 -1.07 -0.84
H -6.82 0.78 -0.35
H -5.94 2.88 0.68
H -3.49 3.03 1.14
H -1.38 -3.90 -0.71
H -0.38 -2.83 -1.71
H 0.08 -0.06 -0.58
H 1.78 2.04 -0.86
```

The calculation puts the molecular weight at 265.29 g/mol. The value obtained for the electronic energy is -880.98455 a.u. As for the SMILES: Fc1ccc2nc(CCC#Cc3ccccn3)cn2c1. Its gap between HOMO and LUMO is 8.749 eV.

natural (NBO) atomic charges, in units of e: -0.318, 0.352, -0.068, -0.285, -0.142, 0.150, -0.472, 0.301, -0.197, -0.276, 0.235, 0.238, -0.414, 0.232, 0.226, -0.480, 0.059, -0.056, 0.115, -0.398, 0.041, -0.259, -0.170, -0.215, 0.225, 0.219, 0.221, 0.194, 0.238, 0.238, 0.238, 0.229